21
Properties=species:S:1:pos:R:3:forces:R:3 method="wB97M-V/def2-TZVPD" energy_ev=-17279.4836 total_charge=0 orbital_gap_ev=8.0 largest_force_ev_per_a=5.88 lumo_energy_ev=0.84
C -2.38917 -1.12019 -0.87923 3.43 -3.14 -1.08
C -1.37615 -0.30668 1.68722 1.80 1.36 -2.33
C 2.38240 -0.91326 0.99751 -2.60 -0.96 0.57
C -1.31372 1.47849 -0.46378 3.36 -2.81 -1.31
C 2.60602 -0.04520 -0.19743 1.34 -0.19 1.34
C 1.91405 -0.28076 -1.28298 3.72 4.07 -2.04
S -0.92675 -0.30628 0.05760 -3.24 0.87 0.53
H -2.28551 -1.10220 -2.00462 0.06 0.07 1.13
H -3.32974 -0.78625 -0.61703 -1.79 1.06 0.93
H -2.36744 -0.20682 1.93512 -2.27 0.43 0.38
H -0.86689 -1.07797 2.09956 1.48 -2.23 1.76
H 3.22429 -1.30194 1.50200 1.31 -0.23 0.27
H 1.86010 -0.30447 1.71626 -0.09 0.48 0.74
H 1.62844 -1.80897 0.94277 1.43 1.54 -0.79
H -1.87693 1.85559 0.33367 -1.07 0.73 0.64
H -0.23519 1.83942 -0.47007 -1.62 0.25 -0.21
H -1.71219 1.27544 -1.47098 -0.12 1.12 0.48
H 3.40472 0.76783 -0.05811 -1.40 -1.22 -0.54
H -2.26788 -2.24649 -0.53477 -0.37 2.28 -0.74
H 2.20802 0.28087 -2.19816 -0.72 -0.31 0.60
H 1.28717 -1.04123 -1.36451 -2.64 -3.16 -0.33


28
Properties=species:S:1:pos:R:3:forces:R:3 method="wB97M-V/def2-TZVPD" energy_ev=-97984.4141 total_charge=0 s2=2.0039 spin_multiplicity=3 orbital_gap_ev="7.2 / 5.9" largest_force_ev_per_a=4.61 lumo_energy_ev="0.60 / -4.67"
Ag -5.48672 -4.94822 -1.39698 -0.26 -0.13 -0.02
Br -3.06640 -3.69933 -1.21788 0.17 0.07 0.05
C -0.85078 -1.04630 3.27938 -0.45 0.53 -0.78
C -0.00475 -1.26543 2.03413 1.20 -1.83 1.97
O 0.16053 -0.14252 1.24222 0.08 1.37 -2.50
P 1.26689 -0.06696 0.03271 -0.54 1.52 -1.26
O 2.68102 -0.15997 0.43313 -1.21 -0.13 -0.07
O 0.89382 -1.14053 -1.15515 1.06 0.87 2.31
C -0.41979 -1.20657 -1.63335 -1.53 1.89 -1.49
C -0.57568 -0.17022 -2.79193 0.16 0.05 -0.23
O 0.82987 1.40284 -0.67045 -0.18 -4.51 0.94
C 0.81506 2.58278 0.11479 1.09 -0.96 -0.32
C 2.02851 3.27823 -0.37810 0.52 2.05 -0.20
H -1.90506 -1.21593 3.06072 -0.12 0.43 0.10
H -0.59514 -1.74432 4.07658 0.28 0.10 -0.13
H -0.64311 -0.01684 3.57125 -0.37 -0.05 0.45
H 0.98246 -1.45650 2.45486 0.26 -0.67 -0.31
H -0.37860 -2.14038 1.50235 0.18 0.06 -0.42
H -0.72399 -2.21544 -1.91218 0.69 -0.01 -0.16
H -1.14729 -0.89689 -0.88305 0.04 -0.05 0.41
H -0.37293 0.85764 -2.49112 -0.31 -0.20 0.69
H 0.16369 -0.24449 -3.58937 0.01 -0.86 -0.08
H -1.56741 -0.16259 -3.24415 -0.07 -0.32 0.06
H -0.16080 3.02800 -0.07908 0.25 0.40 0.38
H 1.04262 2.34476 1.15386 -0.85 0.12 0.27
H 2.95375 2.84168 -0.00200 -0.22 -0.01 0.36
H 2.16861 3.29165 -1.45898 -0.56 -0.06 -0.08
H 1.91149 4.31175 -0.05217 0.65 0.31 0.04


43
Properties=species:S:1:pos:R:3:forces:R:3 method="wB97M-V/def2-TZVPD" energy_ev=-55583.4192 total_charge=-1 orbital_gap_ev=3.7 largest_force_ev_per_a=3.21 lumo_energy_ev=-3.22
In 0.09584 1.19894 -0.70024 0.53 -1.88 1.20
N 3.48993 2.43327 0.93825 2.34 0.79 -2.05
O 4.18477 2.70610 1.90734 -1.34 -0.48 0.39
O 3.96903 2.49098 -0.19505 -0.33 -0.15 0.31
O 2.27309 2.14443 1.01976 -1.63 -0.44 0.69
N 3.10864 0.88235 -3.50111 -0.25 -0.85 -0.64
O 2.81323 -0.03685 -4.25567 -0.01 0.08 -0.22
O 2.38675 1.06382 -2.46205 -0.16 1.09 0.94
O 4.07278 1.61042 -3.68905 -0.46 0.02 0.56
B 2.10873 -2.06925 0.44297 2.10 -0.32 -0.03
F 2.58547 -3.01406 -0.50549 -0.50 0.05 0.26
F 1.85483 -2.65867 1.67222 -0.52 -0.34 0.18
F 3.11305 -1.10036 0.62591 -0.18 0.32 -0.04
F 0.96909 -1.45824 -0.07445 -1.03 0.83 -0.24
B -1.89570 3.30177 0.72537 -0.81 1.05 1.44
F -2.57078 4.48370 1.05823 0.49 -0.57 0.04
F -0.76893 3.05399 1.54507 0.19 0.24 -0.84
F -2.71762 2.19004 0.89960 -0.88 -0.53 0.01
F -1.58174 3.35758 -0.63471 1.26 -0.64 -1.04
C 0.60856 0.57747 3.04642 1.72 0.86 -0.95
O -0.26876 0.12509 2.02654 -0.59 0.01 0.41
C -1.59541 -0.05352 2.45471 -0.33 -2.06 -0.25
C -2.24921 -1.00916 1.40014 0.41 1.71 -0.43
N -2.22213 -0.38260 0.05138 0.29 0.10 1.51
C -2.75277 -1.28695 -0.97837 0.38 1.74 -0.12
C -1.61441 -2.10334 -1.53088 1.19 -0.36 -1.26
O -0.61326 -1.20708 -2.04019 -1.24 0.50 0.52
C 0.28372 -1.70349 -3.02187 0.39 1.03 0.11
H 0.42912 0.22784 4.06165 -0.44 -0.25 -0.18
H 0.71350 1.66403 2.99096 -0.58 0.06 0.44
H 1.59527 0.26087 2.69782 -0.03 -0.40 0.36
H -1.69482 -0.68593 3.34723 0.77 0.04 0.32
H -2.09683 0.86709 2.75325 -0.20 0.19 -0.81
H -1.74321 -1.96916 1.32375 0.11 0.05 0.50
H -3.31940 -1.10768 1.61272 0.07 -0.41 0.40
H -2.81222 0.41539 0.26936 -0.02 0.35 -1.15
H -3.58309 -1.88320 -0.59254 0.05 -0.13 -0.07
H -3.10454 -0.52390 -1.67719 -0.30 -0.80 -0.74
H -1.21062 -2.81516 -0.80388 0.30 0.44 0.37
H -1.82548 -2.74983 -2.38891 -0.92 0.12 0.04
H -0.18957 -1.92070 -3.98501 -0.38 -0.48 0.27
H 0.89659 -2.50291 -2.60647 0.04 -0.05 -0.19
H 0.87848 -0.81310 -3.22753 0.51 -0.50 -0.02


28
Properties=species:S:1:pos:R:3:forces:R:3 method="wB97M-V/def2-TZVPD" energy_ev=-35830.1066 total_charge=0 orbital_gap_ev=9.1 largest_force_ev_per_a=10.11 lumo_energy_ev=-0.05
K 1.68128 1.00843 -0.02015 4.69 3.69 -8.17
B 1.93524 1.14321 2.15914 0.20 1.17 4.75
F 1.81598 -0.14206 1.67555 2.26 -2.15 2.90
F 0.85050 1.88815 1.67637 -1.40 2.03 1.91
F 1.80934 1.16914 3.56049 0.78 -0.15 -0.98
F 3.08110 1.71709 1.59910 1.04 0.30 1.32
C -1.74014 -1.22084 1.11694 -0.04 -0.05 0.07
C -0.33827 -0.55652 0.97638 -2.84 -0.21 0.71
N 0.02528 -0.20781 -0.40521 -4.40 -4.66 -0.63
C -0.91480 0.67816 -1.12503 0.64 -0.24 -0.27
C -1.18503 1.99759 -0.42716 -0.17 0.52 -0.25
C 0.17542 -1.50416 -1.12778 0.01 1.00 0.76
C 1.13125 -1.29238 -2.24083 0.07 -0.20 -1.33
H -1.74908 -2.25102 0.76093 0.10 0.04 -0.47
H -2.54574 -0.67009 0.63135 0.09 0.06 -0.30
H -2.10996 -1.35658 2.13326 0.51 0.41 0.37
H -0.28028 0.37086 1.54622 -0.70 -0.61 0.09
H 0.39533 -1.21962 1.43488 -0.64 -0.09 -0.64
H -0.42910 0.91078 -2.07270 0.34 0.23 -0.14
H -1.79678 0.17257 -1.51822 -0.55 -0.26 0.70
H -0.32271 2.65858 -0.51435 0.14 -0.03 0.26
H -1.95225 2.55262 -0.96697 -0.25 -0.20 0.05
H -1.45791 1.94405 0.62677 -0.05 -0.18 -0.17
H -0.81843 -1.83753 -1.42648 0.06 -0.40 -0.33
H 0.62208 -2.24044 -0.45958 -0.29 0.07 0.28
H 2.02089 -0.75691 -1.90929 0.08 -0.14 -0.03
H 0.64841 -0.70784 -3.02395 0.27 -0.01 -0.25
H 1.44827 -2.24746 -2.65966 0.06 0.08 -0.18


28
Properties=species:S:1:pos:R:3:forces:R:3 method="wB97M-V/def2-TZVPD" energy_ev=-138629.1380 total_charge=-1 s2=0.7524 spin_multiplicity=2 orbital_gap_ev="5.3 / 7.8" largest_force_ev_per_a=6.47 lumo_energy_ev="2.86 / 2.86"
Cu -2.46244 -5.96925 -1.87851 0.62 0.51 0.05
Br -0.23833 -4.21784 -1.72903 -0.64 -0.36 0.00
C -2.35018 -1.38862 -0.23243 -0.32 0.06 0.77
C -1.36710 -1.64346 0.91383 0.23 -0.01 -2.02
O -0.84895 -0.28435 1.26554 0.05 -1.17 0.36
P 0.66887 -0.04696 0.92671 0.95 1.92 1.07
O 1.69167 -0.90111 1.60174 -1.45 1.42 -1.29
O 0.66923 0.01453 -0.69243 -3.93 2.75 3.76
C 1.69230 -0.49282 -1.32836 4.21 -4.88 -0.62
C 2.25103 0.25163 -2.43220 0.13 1.33 -1.69
O 0.83897 1.58887 1.34419 0.00 -3.01 -0.39
C -0.15491 2.55610 1.06381 -1.04 -0.07 -0.14
C -0.11431 3.51711 2.22951 0.40 -0.29 -0.30
H -1.84444 -1.34728 -1.19711 0.13 0.22 0.20
H -3.11046 -2.16318 -0.33311 0.01 0.00 0.22
H -2.79488 -0.43246 0.04343 -0.47 0.03 -0.52
H -1.74108 -2.22392 1.75721 -0.04 0.77 0.26
H -0.60030 -2.24624 0.42723 0.54 -0.03 0.53
H 2.56333 -0.58495 -0.67957 -0.07 -0.58 0.59
H 1.38608 -1.50977 -1.57360 0.41 -0.32 -0.60
H 1.41720 0.61591 -3.03229 0.33 0.66 -0.30
H 2.91660 0.99402 -1.99176 -0.38 0.78 -0.51
H 2.90149 -0.33249 -3.08320 -0.21 -0.39 0.15
H 0.02874 2.99552 0.08336 0.29 0.33 0.05
H -1.16120 2.14287 0.99520 0.03 -0.48 0.00
H 0.94941 3.74765 2.28829 -0.14 0.68 0.50
H -0.77105 4.37932 2.11382 0.26 0.12 -0.16
H -0.41532 2.98123 3.12969 0.10 0.01 0.02


31
Properties=species:S:1:pos:R:3:forces:R:3 method="wB97M-V/def2-TZVPD" energy_ev=-92707.9339 total_charge=0 orbital_gap_ev=9.4 largest_force_ev_per_a=1.97 smiles="C[C@H](Br)COC(=O)O.NC(N)=O.NC(N)=O" lumo_energy_ev=0.20
C 3.15006 -1.71378 2.20567 -0.47 0.18 -0.53
C 2.26741 -1.19753 1.06237 0.36 0.07 0.54
Br 3.32195 -0.29079 -0.28342 0.27 -0.01 -0.20
C 1.25717 -0.19027 1.54654 0.27 0.49 -0.17
O 0.21537 -0.78772 2.33070 -0.10 -0.46 0.29
C -0.72008 -1.41801 1.59814 -1.63 0.99 -0.48
O -1.74329 -0.89383 1.21558 1.44 -0.86 0.26
O -0.43945 -2.69907 1.30329 -0.53 -0.11 -0.07
H 2.72115 -1.43865 3.15488 -0.21 0.07 0.43
H 4.11879 -1.26033 2.12499 0.54 0.04 0.14
H 3.23156 -2.78588 2.16900 0.26 -0.44 -0.01
H 1.78564 -2.01210 0.56522 -0.25 -0.35 -0.48
H 1.75811 0.48961 2.21016 0.14 0.37 0.40
H 0.85293 0.39971 0.73586 -0.39 -0.04 -0.30
H 0.08231 -3.08750 2.00716 0.51 -0.06 0.17
C -2.36855 2.94227 -0.14488 0.28 0.08 -0.21
O -3.03592 3.93641 0.09039 -0.08 0.01 0.04
N -1.20986 2.99785 -0.88231 -0.32 0.05 0.14
N -2.70698 1.69726 0.29994 -0.03 0.19 -0.21
H -0.64388 2.19685 -1.09321 0.19 -0.14 0.03
H -0.92965 3.89563 -1.22375 -0.04 0.11 0.05
H -3.54514 1.61430 0.84007 -0.04 0.00 0.07
H -2.16363 0.87442 0.12266 0.05 -0.01 0.11
C -0.32555 0.08256 -2.42410 -0.52 -0.51 -0.62
O 0.45167 0.64916 -1.67268 0.02 0.14 0.31
N -0.89242 -1.12670 -2.11896 0.26 0.33 -0.05
N -0.69092 0.61255 -3.63118 0.18 -0.11 0.30
H -1.53324 -1.60587 -2.72063 -0.05 0.02 -0.03
H -0.64713 -1.54354 -1.24174 -0.07 -0.05 0.06
H -0.29254 1.49624 -3.88202 0.01 0.08 -0.02
H -1.32586 0.16675 -4.26377 -0.05 -0.03 0.01


24
Properties=species:S:1:pos:R:3:forces:R:3 method="wB97M-V/def2-TZVPD" energy_ev=-87286.3260 total_charge=0 orbital_gap_ev=9.9 largest_force_ev_per_a=0.17 smiles=C[C@@H](Br)CPCCCN lumo_energy_ev=0.92
C 2.10975 -1.12439 0.45607 -0.15 0.02 0.03
C 2.59824 0.04724 -0.38264 0.09 0.10 0.09
Br 3.08721 -0.59391 -2.18439 -0.05 0.02 -0.05
C 1.64480 1.24629 -0.52584 -0.07 -0.03 -0.08
P 0.32874 1.43551 0.79939 0.13 0.06 0.00
C -1.25263 1.25822 -0.18689 0.13 0.03 -0.10
C -2.33702 0.45321 0.52720 -0.07 -0.04 0.01
C -2.00842 -1.02839 0.65603 -0.01 0.05 0.14
N -1.99790 -1.68677 -0.64894 0.07 -0.09 -0.08
H 1.02284 -1.21485 0.41560 0.01 -0.11 -0.14
H 2.36685 -0.96889 1.50575 -0.02 0.05 -0.04
H 2.54938 -2.06241 0.12571 0.05 0.02 0.05
H 3.55536 0.40086 -0.00835 -0.02 -0.09 0.07
H 1.14807 1.20196 -1.49618 -0.02 -0.01 0.06
H 2.23815 2.16043 -0.53504 -0.01 -0.01 -0.04
H 0.38763 2.84681 0.79548 -0.07 -0.01 0.04
H -1.00261 0.79220 -1.14441 -0.06 -0.03 0.04
H -1.62831 2.25168 -0.43616 0.03 -0.01 0.04
H -2.51993 0.86189 1.52581 0.07 0.03 -0.03
H -3.27223 0.54978 -0.03139 0.02 -0.04 0.01
H -1.06581 -1.14088 1.21016 0.00 0.00 0.01
H -2.77626 -1.50469 1.26929 -0.02 0.00 -0.07
H -2.02870 -2.69308 -0.54308 -0.02 0.02 0.02
H -1.14718 -1.48782 -1.16315 -0.02 0.05 0.02


48
Properties=species:S:1:pos:R:3:forces:R:3 method="wB97M-V/def2-TZVPD" energy_ev=-110467.3169 total_charge=-2 orbital_gap_ev=2.3 largest_force_ev_per_a=8.80 lumo_energy_ev=-1.93
Sn -1.88268 -0.92007 -2.77630 0.30 0.20 -0.32
S 1.56845 1.04033 -7.01220 0.60 -0.15 -1.43
O 1.89898 -0.11425 -6.19006 0.44 -1.52 1.29
O 1.12955 0.56563 -8.32879 -0.66 -0.13 -0.40
O 0.52344 1.75468 -6.29676 -1.31 0.93 0.73
O 2.74963 1.86148 -7.24908 0.52 0.62 0.32
N -7.04083 0.13513 -1.60859 0.27 4.77 2.39
S -8.30708 -0.67666 -1.43735 -5.38 -6.82 -1.39
O -9.61556 -0.11825 -1.84632 2.43 -0.04 1.39
O -8.30770 -1.72736 -0.40951 0.00 2.27 -1.11
F -7.98072 -1.54577 -2.72590 0.11 -0.83 -0.86
S -7.55313 1.39134 -0.59338 1.81 3.73 1.87
O -8.28194 1.07116 0.62083 -0.33 -0.45 -1.96
O -7.79540 2.70333 -1.19672 -0.01 -2.62 -0.02
F -6.15146 1.63954 0.09348 1.22 0.00 -0.37
N -0.71615 -4.38893 1.22919 2.17 -2.15 -0.61
S -1.66211 -4.77038 2.35788 -6.47 -0.05 4.65
O -1.12010 -4.90359 3.70158 0.18 0.26 -1.41
O -2.69898 -5.75862 2.05325 1.32 1.70 -0.03
F -2.50161 -3.36449 2.46292 0.72 -0.65 -0.44
S 0.17794 -5.81253 1.35250 4.26 -0.21 -1.90
O -0.45000 -7.09496 1.26203 -0.36 0.62 1.19
O 1.39492 -5.64592 2.15355 -2.34 -0.16 -1.17
F 0.68887 -5.74992 -0.15167 0.57 0.75 -0.39
C 5.84262 3.01068 -0.69990 0.18 0.54 -0.78
O 5.14403 2.03781 -0.00400 0.91 -0.07 1.42
C 4.23595 1.31858 -0.74596 -0.36 -1.94 0.14
C 3.60316 0.09964 0.03350 -0.36 0.80 -1.87
N 2.36107 0.48449 0.65001 0.28 0.84 0.35
C 2.66315 1.25157 1.85485 -1.83 -0.30 1.75
C 1.36952 1.62814 2.60672 1.08 0.02 0.37
O 1.77674 2.53311 3.69091 -2.32 -0.26 -1.03
C 0.56691 2.76860 4.43890 0.69 -0.42 1.02
H 5.23184 3.88050 -0.94166 -0.30 0.32 0.31
H 6.17108 2.68291 -1.68620 0.26 -0.49 -0.11
H 6.71773 3.32605 -0.13173 -0.15 -0.08 0.13
H 4.70172 0.78051 -1.57156 0.55 0.51 -0.50
H 3.49339 2.00708 -1.14927 -0.55 -0.31 -0.03
H 4.25230 -0.50247 0.66924 0.64 0.62 0.37
H 3.38411 -0.59762 -0.77518 -0.33 -0.08 -0.12
H 1.84092 -0.34765 0.88893 -0.09 -0.05 0.31
H 3.16419 2.21631 1.77522 0.28 -0.29 -0.97
H 3.22852 0.64765 2.56460 0.49 -0.04 0.07
H 0.82952 0.79655 3.05947 0.35 -0.49 0.14
H 0.63754 2.00998 1.89503 0.06 0.92 0.04
H 0.27875 1.84412 4.93930 -0.23 -0.38 -0.23
H -0.29637 3.12964 3.87988 0.26 0.11 -0.42
H 0.73526 3.42285 5.29429 0.43 0.45 -0.37


25
Properties=species:S:1:pos:R:3:forces:R:3 method="wB97M-V/def2-TZVPD" energy_ev=-20148.2640 total_charge=0 s2=0.7526 spin_multiplicity=2 orbital_gap_ev="9.4 / 5.3" largest_force_ev_per_a=2.10 lumo_energy_ev="0.73 / -3.41"
I 23.54541 30.64100 -20.95237 -0.01 -0.04 0.01
C 27.26324 32.42780 -17.89158 1.17 0.33 0.60
O 25.98728 32.84817 -18.27165 -0.05 -0.41 0.11
C 26.02416 34.23515 -18.52054 -0.33 0.66 -0.66
C 26.17164 34.60278 -20.01102 -0.13 -1.07 0.19
N 24.96660 34.33746 -20.76892 -0.77 1.41 -1.36
C 25.16404 34.63515 -22.21436 -0.89 -1.15 -0.17
C 23.88177 34.39035 -23.05201 0.08 0.97 1.08
O 24.15609 34.71404 -24.39543 -0.35 -0.60 -1.42
C 23.04315 34.44854 -25.29620 -0.38 0.59 1.29
H 27.58921 32.90744 -16.96866 -0.21 0.41 0.38
H 27.99287 32.78497 -18.61834 0.25 -0.53 -0.34
H 27.39386 31.37655 -17.63489 -0.63 -0.19 -0.77
H 26.82773 34.72914 -17.97433 0.23 -0.16 0.16
H 25.10047 34.64037 -18.10735 -0.18 0.13 -0.31
H 26.93132 34.01480 -20.52606 0.91 -0.22 0.56
H 26.51358 35.63468 -20.09074 -0.46 0.23 -0.07
H 24.62624 33.39241 -20.66336 0.29 -0.14 0.20
H 25.89251 33.98441 -22.69805 0.71 -0.01 0.20
H 25.45639 35.67401 -22.36730 0.06 -0.02 0.19
H 23.16804 35.07150 -22.58862 -0.59 0.26 -0.35
H 23.45088 33.39716 -22.92546 0.32 -0.38 -0.12
H 22.72063 33.40875 -25.35021 0.36 -0.29 0.38
H 23.14352 34.77467 -26.33141 0.99 0.25 0.27
H 22.21115 35.02504 -24.89182 -0.38 -0.04 -0.08